1.
C55H53F8NO3 | ωB97M-V with the def2-TZVPD basis set

Computed properties:
E_LUMO = 0.5 eV
M = 928.017 g/mol
SMILES = C[C@@H](O)CO[C@H]1CCNC1=O.Fc1ccccc1.Fc1ccccc1.Fc1ccccc1.Fc1ccccc1.Fc1ccccc1.Fc1ccccc1.Fc1ccccc1.Fc1ccccc1
electronic energy = -87266.2297 eV
highest occupied orbital energy = -8.97 eV

Geometry (Å):
C1 10.5481 -4.4769 2.2620
C2 9.7421 -3.5745 3.1728
O1 10.5863 -2.5707 3.7352
C3 8.5798 -2.9171 2.4385
O2 7.5922 -3.8407 2.0329
C4 6.6886 -4.1813 3.0324
C5 5.5840 -3.1953 3.4056
C6 4.7966 -4.0748 4.3691
N1 4.7465 -5.3884 3.6707
C7 5.8074 -5.3668 2.6987
O3 5.8867 -6.1141 1.7745
H1 9.9413 -5.3129 1.9139
H2 10.9112 -3.9166 1.3985
H3 11.4076 -4.8735 2.8019
H4 9.3598 -4.1639 4.0120
H5 10.3337 -1.7034 3.4038
H6 8.1506 -2.1216 3.0619
H7 8.9589 -2.4558 1.5229
H8 7.1937 -4.4772 3.9697
H9 5.8849 -2.2146 3.7632
H10 4.9719 -3.0675 2.5056
H11 5.3267 -4.1422 5.3261
H12 3.7988 -3.6919 4.5754
H13 4.9548 -6.1524 4.3053
F1 3.6438 -1.7480 7.4272
C8 4.1069 -2.7940 8.1478
C9 5.3747 -2.7189 8.6880
C10 5.8404 -3.8030 9.4196
C11 5.0490 -4.9315 9.5886
C12 3.7818 -4.9788 9.0228
C13 3.2979 -3.9007 8.2956
H14 5.9751 -1.8325 8.5349
H15 6.8294 -3.7635 9.8570
H16 5.4210 -5.7732 10.1569
H17 3.1635 -5.8589 9.1409
H18 2.3192 -3.9177 7.8395
F2 5.7033 0.9821 -1.0413
C14 4.8351 -0.0093 -0.7418
C15 5.3233 -1.2888 -0.5682
C16 4.4230 -2.2998 -0.2633
C17 3.0676 -2.0240 -0.1384
C18 2.6081 -0.7267 -0.3213
C19 3.4950 0.2974 -0.6241
H19 6.3823 -1.4826 -0.6714
H20 4.7881 -3.3096 -0.1200
H21 2.3731 -2.8186 0.0993
H22 1.5523 -0.5056 -0.2351
H23 3.1587 1.3147 -0.7714
F3 -0.4857 -1.3092 -4.0167
C20 0.1461 -0.1163 -4.0890
C21 -0.5807 0.9965 -4.4622
C22 0.0740 2.2176 -4.5292
C23 1.4269 2.3086 -4.2315
C24 2.1304 1.1708 -3.8624
C25 1.4909 -0.0593 -3.7857
H24 -1.6305 0.8996 -4.6999
H25 -0.4813 3.0992 -4.8212
H26 1.9311 3.2631 -4.2892
H27 3.1866 1.2344 -3.6335
H28 2.0194 -0.9572 -3.4947
F4 2.5830 3.8620 -6.7316
C26 2.9442 5.1518 -6.5789
C27 4.2878 5.4644 -6.5267
C28 4.6475 6.7946 -6.3633
C29 3.6749 7.7789 -6.2529
C30 2.3320 7.4323 -6.3071
C31 1.9535 6.1074 -6.4726
H29 5.0256 4.6785 -6.6120
H30 5.6955 7.0610 -6.3224
H31 3.9631 8.8135 -6.1247
H32 1.5705 8.1961 -6.2197
H33 0.9145 5.8109 -6.5220
F5 -2.6225 2.6533 -6.2755
C32 -3.9638 2.4949 -6.3472
C33 -4.6309 1.9913 -5.2495
C34 -6.0075 1.8308 -5.3308
C35 -6.6846 2.1704 -6.4935
C36 -5.9848 2.6747 -7.5810
C37 -4.6086 2.8434 -7.5161
H34 -4.0806 1.7344 -4.3542
H35 -6.5526 1.4395 -4.4820
H36 -7.7572 2.0415 -6.5480
H37 -6.5101 2.9385 -8.4895
H38 -4.0400 3.2348 -8.3483
F6 -8.7722 1.2496 -3.8091
C38 -9.3572 1.2638 -2.5883
C39 -8.5910 1.6037 -1.4932
C40 -9.2000 1.6208 -0.2462
C41 -10.5449 1.3039 -0.1175
C42 -11.2892 0.9695 -1.2409
C43 -10.6967 0.9453 -2.4955
H39 -7.5464 1.8524 -1.6205
H40 -8.6198 1.8911 0.6257
H41 -11.0138 1.3200 0.8571
H42 -12.3384 0.7236 -1.1431
H43 -11.2532 0.6886 -3.3865
F7 1.0361 -5.3582 6.3348
C44 0.0959 -4.6642 5.6519
C45 -0.6461 -5.3299 4.6980
C46 -1.6060 -4.6156 3.9957
C47 -1.8051 -3.2656 4.2508
C48 -1.0400 -2.6245 5.2148
C49 -0.0767 -3.3235 5.9292
H44 -0.4667 -6.3801 4.5141
H45 -2.1993 -5.1192 3.2440
H46 -2.5535 -2.7143 3.6979
H47 -1.1885 -1.5715 5.4144
H48 0.5290 -2.8386 6.6828
F8 -9.2610 4.7112 -0.4980
C50 -10.4894 5.1264 -0.8717
C51 -11.0201 4.6355 -2.0471
C52 -12.2871 5.0576 -2.4226
C53 -12.9950 5.9520 -1.6310
C54 -12.4331 6.4271 -0.4541
C55 -11.1677 6.0136 -0.0611
H49 -10.4483 3.9370 -2.6426
H50 -12.7226 4.6824 -3.3396
H51 -13.9819 6.2778 -1.9305
H52 -12.9808 7.1253 0.1652
H53 -10.7096 6.3659 0.8528


2.
C55H57Cl2N2OPbSi | ωB97M-V with the def2-TZVPD basis set

Computed properties:
E_LUMO = -3.7 eV
M = 1068.266 g/mol
electronic energy = -101157.7969 eV
net charge = +1
highest occupied orbital energy = -10.77 eV

Geometry (Å):
Pb1 0.0568 1.1397 -1.0526
C1 3.1639 -3.2377 -1.4799
C2 2.6716 -2.3775 -2.6477
C3 1.1595 -2.1566 -2.5574
C4 3.4754 -1.1011 -2.8235
C5 4.3955 -1.0232 -3.8615
C6 5.1443 0.1238 -4.0794
C7 4.9690 1.2253 -3.2627
C8 4.0703 1.1956 -2.1992
C9 3.8755 2.4375 -1.3456
C10 5.1871 2.9025 -0.7104
C11 3.2369 3.5584 -2.1713
C12 3.3549 0.0146 -1.9857
N1 2.4271 -0.0415 -0.9036
C13 2.8241 -0.2627 0.2799
C14 1.7961 -0.2511 1.4013
N2 0.5959 0.0813 1.1403
C15 -0.4306 -0.0352 2.1300
C16 -0.8839 -1.3088 2.4937
C17 -1.9180 -1.3702 3.4213
C18 -2.4577 -0.2234 3.9761
C19 -1.9801 1.0211 3.6044
C20 -0.9668 1.1386 2.6626
C21 -0.3972 2.4898 2.2785
C22 0.8506 2.8066 3.1085
C23 -1.4092 3.6265 2.3612
C24 -0.3263 -2.5822 1.8811
C25 -0.2780 -3.7506 2.8649
C26 -1.1274 -2.9499 0.6301
C27 2.4939 -0.6684 2.6237
C28 2.1173 -0.8606 3.9283
C29 3.1098 -1.2470 4.8601
C30 4.4210 -1.4352 4.4990
C31 4.8374 -1.2393 3.1581
C32 6.1465 -1.3949 2.6349
C33 6.3994 -1.1718 1.3040
C34 5.3853 -0.7769 0.3988
C35 4.1146 -0.6119 0.8830
C36 3.8505 -0.8513 2.2537
H1 2.6594 -4.2054 -1.4886
H2 2.9529 -2.7686 -0.5169
H3 4.2384 -3.4143 -1.5409
H4 2.8499 -2.9519 -3.5603
H5 0.8536 -1.8351 -1.5574
H6 0.6315 -3.0928 -2.7469
H7 0.8167 -1.4317 -3.3012
H8 4.5178 -1.8774 -4.5164
H9 5.8503 0.1612 -4.8981
H10 5.5364 2.1280 -3.4511
H11 3.1870 2.2008 -0.5304
H12 5.9205 3.1719 -1.4715
H13 5.6218 2.1233 -0.0828
H14 5.0176 3.7837 -0.0901
H15 3.9008 3.8759 -2.9767
H16 3.0286 4.4280 -1.5457
H17 2.3003 3.2320 -2.6299
H18 -2.3119 -2.3334 3.7148
H19 -3.2617 -0.2994 4.6956
H20 -2.4170 1.9067 4.0442
H21 -0.0630 2.4372 1.2307
H22 0.5865 2.8816 4.1652
H23 1.2930 3.7551 2.7987
H24 1.6071 2.0253 3.0118
H25 -1.7242 3.8100 3.3884
H26 -2.2979 3.4209 1.7637
H27 -0.9465 4.5465 1.9996
H28 0.7047 -2.4013 1.5696
H29 -1.2762 -4.1098 3.1173
H30 0.2308 -3.4785 3.7920
H31 0.2587 -4.5873 2.4163
H32 -2.1597 -3.1890 0.8971
H33 -0.6950 -3.8190 0.1296
H34 -1.1577 -2.1174 -0.0712
H35 1.0932 -0.7277 4.2498
H36 2.8179 -1.4019 5.8900
H37 5.1477 -1.7363 5.2432
H38 6.9514 -1.6947 3.2941
H39 7.4058 -1.3005 0.9292
H40 5.6241 -0.6138 -0.6439
Cl1 -0.4273 4.5006 -1.0593
C37 -1.9040 5.4815 -0.8126
Cl2 -3.3582 4.5139 -0.9682
H41 -1.8994 6.2507 -1.5751
H42 -1.8496 5.9016 0.1845
O1 -1.7232 0.1499 -0.7244
Si1 -3.2871 -0.1856 -1.0889
C38 -3.9310 1.1622 -2.2231
C39 -5.1744 1.7782 -2.0826
C40 -5.6134 2.7285 -2.9971
C41 -4.8138 3.0796 -4.0746
C42 -3.5754 2.4737 -4.2393
C43 -3.1470 1.5257 -3.3226
C44 -4.2905 -0.2326 0.4869
C45 -4.5920 0.9633 1.1470
C46 -5.3341 0.9727 2.3182
C47 -5.7851 -0.2233 2.8598
C48 -5.4848 -1.4227 2.2310
C49 -4.7450 -1.4246 1.0555
C50 -3.4084 -1.7969 -2.0294
C51 -4.6504 -2.4062 -2.2334
C52 -4.7700 -3.5464 -3.0133
C53 -3.6456 -4.0949 -3.6170
C54 -2.4075 -3.4971 -3.4381
C55 -2.2954 -2.3593 -2.6504
H43 -5.8174 1.5128 -1.2505
H44 -6.5833 3.1918 -2.8685
H45 -5.1564 3.8181 -4.7877
H46 -2.9525 2.7326 -5.0864
H47 -2.1906 1.0348 -3.4905
H48 -4.2527 1.9076 0.7303
H49 -5.5684 1.9113 2.8053
H50 -6.3746 -0.2192 3.7681
H51 -5.8353 -2.3574 2.6507
H52 -4.5308 -2.3689 0.5676
H53 -5.5407 -1.9832 -1.7798
H54 -5.7397 -4.0059 -3.1550
H55 -3.7378 -4.9830 -4.2285
H56 -1.5311 -3.9179 -3.9163
H57 -1.3247 -1.8993 -2.5101